Here is a single C2H4Cl3OP molecule at a distorted geometry from OMol25. Energies are from ωB97M-V with the def2-TZVPD basis set.

## Properties
SMILES string = O[C@H](P)C(Cl)(Cl)Cl
Lowest unoccupied orbital energy = 0.51 eV
HOMO level = -10.07 eV
Gap between HOMO and LUMO = 10.58 eV

ORCA input file:
```
! RIJCOSX wB97M-V def2-TZVPD def2/J DEFGRID3
* xyz 0 1
H 0.7038 0.7307 0.9908
Cl -1.4559 -1.2974 1.3895
Cl -1.6739 -0.7323 -1.4158
H 1.1304 -1.8083 0.8003
C 0.4335 0.3912 0.0421
P 1.3169 -1.2652 -0.4928
Cl -2.1510 1.3243 0.4983
H -0.2646 2.0597 -0.7498
H 2.5879 -0.6883 -0.2325
C -1.0907 -0.0722 0.1353
O 0.4636 1.3576 -0.9655
*
```

=====

Here is C2H4Cl4F24P4V2 as an isolated structure at a distorted geometry from OMol25. Energies are from ωB97M-V with the def2-TZVPD basis set.

## Properties
Expectation value of S² = 12.004
Lowest unoccupied orbital energy (alpha / beta) = -3.85 / -3.54 eV
HOMO level (alpha / beta) = -11.35 / -11.35 eV
Gap between HOMO and LUMO (alpha / beta) = 7.49 / 7.81 eV

ORCA input file:
```
! RIJCOSX wB97M-V def2-TZVPD def2/J DEFGRID3
* xyz 0 7
P 1.8982 -14.7921 -22.2499
F 0.1287 -17.8439 -20.7097
F 0.7613 -15.5439 -23.0717
P -0.1455 -10.2516 -21.9495
V -0.5957 -12.8423 -23.0631
C 6.2285 -14.6414 -20.7331
F 2.1661 -16.2534 -21.6018
Cl 7.0131 -15.4784 -19.4043
F 1.3543 -9.8881 -21.3975
F -1.4004 -16.3489 -26.7722
Cl 4.1610 -17.5395 -25.1508
C 4.7679 -15.9026 -25.7784
H 6.9890 -14.0250 -21.2126
F -0.6509 -16.0334 -19.7591
Cl 6.5912 -15.9669 -25.8404
F -1.1348 -15.9618 -24.6486
F 0.5470 -11.1523 -23.1531
F 2.9396 -15.1903 -23.3902
P -1.3686 -17.4001 -20.2903
F -0.2197 -8.9862 -22.9214
V 0.8872 -17.6755 -22.7246
F -1.3911 -17.9727 -18.8216
F -0.5012 -13.7997 -24.9359
F -2.8691 -16.8368 -20.2455
H 4.1843 -15.7188 -26.6805
H 5.3947 -14.0824 -20.3083
Cl 5.5889 -15.7681 -21.9065
H 4.5602 -15.1930 -24.9775
F -0.5346 -14.1201 -27.2416
F -0.1027 -11.6209 -21.0956
F 0.7816 -14.4657 -21.1206
F -1.3870 -16.7963 -21.7747
P -0.9629 -15.0141 -25.8995
F -1.8908 -18.7473 -20.9557
F -0.9763 -9.4500 -20.7193
F 2.9996 -13.9872 -21.3033
F 1.4415 -13.4682 -23.0695
F -1.5775 -10.6808 -22.5568
F -2.4582 -14.5090 -25.7829
F 0.5253 -15.5927 -25.9396
*
```

=====

Here is a 2-piece molecular cluster, C2H4ClF overall at a distorted geometry from OMol25. Energies are from ωB97M-V with the def2-TZVPD basis set.

## Properties
Lowest unoccupied orbital energy (alpha / beta) = 0.17 / 0.36 eV
HOMO level (alpha / beta) = -8.68 / -8.28 eV
Gap between HOMO and LUMO (alpha / beta) = 8.85 / 8.64 eV

ORCA input file:
```
! RIJCOSX wB97M-V def2-TZVPD def2/J DEFGRID3
* xyz 0 1
F 1.2175 0.3310 -0.9261
H 2.3037 -0.8538 0.2095
C 1.6317 -0.0328 0.2703
H 1.8091 0.7617 1.0270
Cl -1.4926 1.3643 -0.4925
H -1.6201 -0.6219 0.8451
H -2.1585 -0.6940 -0.8714
C -1.6907 -0.2545 -0.0619
*
```

=====

Here is a single C2H4ClFN2 molecule at a distorted geometry from OMol25. Energies are from ωB97M-V with the def2-TZVPD basis set.

## Properties
SMILES string = N/N=C/[C@H](F)Cl
Lowest unoccupied orbital energy = 1.06 eV
HOMO level = -9.16 eV
Gap between HOMO and LUMO = 10.22 eV

ORCA input file:
```
! RIJCOSX wB97M-V def2-TZVPD def2/J DEFGRID3
* xyz 0 1
N -0.8582 -0.1874 0.5233
N -2.0190 -0.4247 -0.1136
H -2.8357 -0.4532 0.4305
C 1.4965 0.3462 0.3913
H 1.4396 0.4199 1.4700
H 0.1330 0.1724 -1.2654
F 1.8867 1.5061 -0.1207
H -2.0771 -0.4622 -1.1139
Cl 2.6570 -0.9527 -0.0182
C 0.1772 0.0357 -0.1832
*
```

=====

Here is a 2-piece molecular cluster, C2H4ClFOS overall at a distorted geometry from OMol25. Energies are from ωB97M-V with the def2-TZVPD basis set.

## Properties
SMILES string = FCCl.OC=S
Lowest unoccupied orbital energy = 0.45 eV
HOMO level = -8.96 eV
Gap between HOMO and LUMO = 9.41 eV

ORCA input file:
```
! RIJCOSX wB97M-V def2-TZVPD def2/J DEFGRID3
* xyz 0 1
Cl -0.3674 -0.8654 2.3591
H 1.9825 0.9139 -1.3644
H 1.3557 0.4874 0.6086
C -1.0310 -0.9458 0.7145
C 0.9132 1.0369 -1.1520
F -0.0267 -1.0592 -0.1905
H -1.6753 -1.8232 0.6586
H -1.5852 -0.0228 0.5331
S -0.1390 1.5214 -2.2739
O 0.5732 0.7568 0.1069
*
```

=====

Here is C2H4ClLiO4S as an isolated structure at a distorted geometry from OMol25. Energies are from ωB97M-V with the def2-TZVPD basis set.

## Properties
Lowest unoccupied orbital energy = -2.24 eV
HOMO level = -7.95 eV
Gap between HOMO and LUMO = 5.71 eV

ORCA input file:
```
! RIJCOSX wB97M-V def2-TZVPD def2/J DEFGRID3
* xyz 0 1
C -0.0939 -0.3439 0.3534
O 2.8040 1.8259 -0.3025
O 2.6522 -0.6525 -0.3060
H -0.4528 1.0753 1.9280
O 0.5133 0.6279 -0.4388
H 0.1908 -0.4830 2.6147
S 2.0642 0.6394 0.0986
H -1.1397 -0.4382 0.0610
Cl -5.1281 -0.8227 -2.2732
C 0.2056 0.2191 1.7810
H 0.2812 -1.3475 0.1531
O 1.5858 0.5706 1.6590
Li -3.4825 -0.8704 -5.3283
*
```

=====

Here is a single C2H4ClN molecule at a distorted geometry from OMol25. Energies are from ωB97M-V with the def2-TZVPD basis set.

## Properties
SMILES string = C/N=C/Cl
Lowest unoccupied orbital energy = 1.08 eV
HOMO level = -10.41 eV
Gap between HOMO and LUMO = 11.48 eV

ORCA input file:
```
! RIJCOSX wB97M-V def2-TZVPD def2/J DEFGRID3
* xyz 0 1
H 1.5152 -1.0002 0.7449
C -1.1531 0.3672 0.1364
C 1.0076 -0.4106 0.0144
N -0.4179 -0.6149 0.1469
Cl -2.8474 0.1472 0.0350
H -0.7090 1.5475 -0.1833
H 1.1286 -0.6913 -0.9791
H 1.4760 0.6551 0.0849
*
```

=====

Here is a single C2H4ClN2O4PS molecule at a distorted geometry from OMol25. Energies are from ωB97M-V with the def2-TZVPD basis set.

## Properties
SMILES string = O=CNO[C@H]1NO[P@@](=S)(Cl)O1
Lowest unoccupied orbital energy = -0.09 eV
HOMO level = -9.78 eV
Gap between HOMO and LUMO = 9.68 eV

ORCA input file:
```
! RIJCOSX wB97M-V def2-TZVPD def2/J DEFGRID3
* xyz 0 1
N -1.7699 1.1777 0.5017
O -1.2739 -0.7217 1.6106
O 2.2953 -0.4408 0.0953
O -0.5112 1.7927 0.3583
S 2.5784 -1.6546 -2.8995
N 1.3609 0.2361 0.8271
Cl 0.5808 -2.8197 -0.4679
P 1.6579 -1.3444 -1.2290
H -3.1139 -0.3082 0.9299
C 0.6002 1.0046 -0.2243
H 0.6094 -0.3714 1.1847
H -2.4005 1.6945 -0.1760
H 1.2285 1.8596 -0.5203
O 0.2487 -0.0733 -1.0299
C -2.0905 -0.0312 1.0392
*
```

=====

Here is C2H4ClN2P as an isolated structure at a distorted geometry from OMol25. Energies are from ωB97M-V with the def2-TZVPD basis set.

## Properties
Lowest unoccupied orbital energy = -0.35 eV
HOMO level = -8.71 eV
Gap between HOMO and LUMO = 8.36 eV

ORCA input file:
```
! RIJCOSX wB97M-V def2-TZVPD def2/J DEFGRID3
* xyz 0 1
H 1.7434 -0.7521 0.1607
N 0.1130 -0.6682 1.3878
P -1.0905 0.3460 0.9433
N -0.9707 0.9692 -0.4508
Cl -2.3554 1.3887 1.8115
H 0.4686 -1.7857 -0.2204
C 0.2687 0.3341 -0.8589
H 0.0685 -0.0976 -1.9660
H 1.0213 1.0926 -0.9034
C 0.7331 -0.8270 0.0962
*
```

=====

Here is a single C2H4ClN2P molecule at a distorted geometry from OMol25. Energies are from ωB97M-V with the def2-TZVPD basis set.

## Properties
SMILES string = Cl[C@H]1CNP=N1
Lowest unoccupied orbital energy = 0.14 eV
HOMO level = -9.50 eV
Gap between HOMO and LUMO = 9.64 eV

ORCA input file:
```
! RIJCOSX wB97M-V def2-TZVPD def2/J DEFGRID3
* xyz 0 1
H 1.4566 1.2142 -1.4514
Cl -2.0096 -1.4643 -0.3906
N -1.1745 0.8927 0.7633
P -0.3923 1.9289 -0.1235
H 1.1229 -1.2555 -0.7361
H -0.8549 -0.9654 1.4651
C -0.8212 -0.4568 0.5523
N 0.7795 0.9488 -0.7799
H 1.2134 -0.3616 0.7990
C 0.6800 -0.4811 -0.0982
*
```

=====

| no. | energy (eV) |
| --- | --- |
| 1 | -51041.1510 |
| 2 | -205998.9865 |
| 3 | -17374.1449 |
| 4 | -20357.6773 |
| 5 | -30259.4354 |
| 6 | -33889.4130 |
| 7 | -16149.8534 |
| 8 | -45952.6989 |
| 9 | -26927.7228 |
| 10 | -26929.6272 |